[1]
{
  "formula": "CH6N2P",
  "method": "ωB97M-V/def2-TZVPD",
  "e_above_lowest_ev": 0.4463,
  "charge": 1,
  "spin_multiplicity": 1,
  "e_homo_ev": -14.765,
  "gap_ha": 0.397,
  "species": ["N", "C", "N", "P", "H", "H", "H", "H", "H", "H"],
  "coordinates": [[-0.5245, 0.2391, 1.4012], [-0.1910, 0.0363, 0.1490], [-1.0501, -0.1046, -0.8503], [1.6951, 0.3327, -0.4923], [-1.3712, 0.1984, 1.8422], [0.2595, 0.4887, 1.8855], [-2.0040, -0.1317, -0.7828], [-0.7364, -0.0607, -1.8638], [2.4481, -0.6320, 0.4098], [1.4743, -0.3662, -1.6984]],
  "forces_ev_per_a": [[1.72, -0.72, -2.94], [0.85, 0.57, -2.21], [3.27, 0.03, -1.92], [-0.78, -0.30, 1.85], [-2.73, -0.12, 0.98], [1.89, 0.64, 2.42], [-2.90, 0.00, 0.74], [-0.26, -0.33, 2.08], [-1.25, 0.72, -1.36], [0.18, -0.49, 0.36]]
}

***

[2]
{
  "formula": "C19H25ClNO9PS3Tc",
  "method": "ωB97M-V/def2-TZVPD",
  "e_above_lowest_ev": 0.8808,
  "charge": -1,
  "spin_multiplicity": 3,
  "e_homo_ev": [-5.463, -5.135],
  "gap_ha": [0.294, 0.280],
  "species": ["Tc", "C", "C", "O", "P", "S", "S", "O", "C", "C", "H", "H", "H", "H", "H", "H", "H", "H", "H", "H", "O", "S", "O", "O", "O", "O", "C", "C", "C", "C", "C", "C", "C", "C", "N", "H", "H", "H", "H", "H", "H", "H", "H", "H", "H", "H", "Cl", "C", "C", "C", "C", "C", "C", "C", "O", "O", "H", "H", "H", "H"],
  "coordinates": [[-0.6564, -0.3134, 0.3772], [5.9524, 0.9741, -1.6638], [5.5060, -0.2866, -0.9496], [4.2847, -0.0200, -0.2537], [2.9764, -0.9028, -0.5238], [1.6906, -0.0096, 0.7931], [2.6059, -1.1924, -2.4294], [3.4851, -2.2973, 0.1393], [2.7465, -3.5082, -0.0247], [2.1620, -3.9365, 1.3094], [6.9426, 0.8275, -2.0979], [5.9854, 1.8002, -0.9529], [5.2417, 1.2212, -2.4521], [6.2399, -0.5982, -0.2033], [5.3613, -1.1005, -1.6625], [3.4429, -4.2579, -0.4079], [1.9615, -3.3713, -0.7713], [2.9614, -4.0856, 2.0360], [1.6103, -4.8721, 1.1937], [1.4899, -3.1627, 1.6858], [-3.5447, 0.6737, 2.6104], [-2.6400, 0.9678, 1.5415], [-2.8303, 2.3061, 0.9534], [-1.1758, 0.8670, 1.9390], [-2.6946, -0.0434, 0.4074], [-0.8061, 1.7762, -0.6881], [-1.3937, 2.0817, -1.9543], [-1.8957, 0.8194, -2.6244], [-0.6685, -0.0540, -2.9449], [-0.8228, -1.4738, -2.5143], [-1.1638, -2.4542, -3.4339], [-1.2191, -3.7819, -3.0533], [-0.8476, -4.0883, -1.7567], [-0.5278, -3.0614, -0.8943], [-0.5769, -1.7587, -1.2183], [-1.4623, 2.1494, -0.0183], [-0.6167, 2.5413, -2.5720], [-2.2001, 2.8021, -1.8047], [-2.4672, 1.0586, -3.5234], [-2.5584, 0.3119, -1.9238], [0.1921, 0.3404, -2.4017], [-0.4239, -0.0205, -4.0057], [-1.3655, -2.1574, -4.4546], [-1.5106, -4.5523, -3.7551], [-0.8217, -5.1076, -1.3981], [-0.1966, -3.2889, 0.1045], [-2.0503, -5.1561, 7.3103], [-1.9794, -4.3804, 5.7550], [-0.8607, -3.6363, 5.4194], [-0.8065, -3.0264, 4.1756], [-1.8556, -3.1749, 3.2767], [-2.9732, -3.9181, 3.6356], [-3.0436, -4.5244, 4.8786], [-1.7967, -2.5722, 1.8966], [-2.6665, -2.8279, 1.0819], [-0.7348, -1.8328, 1.6990], [-0.0490, -3.5345, 6.1268], [0.0464, -2.4256, 3.8895], [-3.7785, -4.0046, 2.9188], [-3.9105, -5.1009, 5.1712]],
  "forces_ev_per_a": [[0.66, -0.20, -0.08], [-0.15, -0.12, 0.14], [0.10, 0.01, -0.10], [-0.01, 0.04, -0.02], [0.05, -0.20, 0.20], [0.08, -0.21, -0.47], [-0.06, 0.18, 0.26], [0.03, 0.21, -0.09], [-0.10, -0.09, 0.14], [0.09, 0.14, -0.11], [0.01, 0.04, -0.03], [0.07, 0.04, -0.05], [0.03, 0.02, -0.02], [-0.03, -0.02, 0.00], [0.01, -0.02, 0.02], [-0.01, 0.03, -0.02], [0.12, -0.01, -0.05], [-0.03, -0.02, 0.03], [-0.02, -0.01, 0.03], [-0.01, -0.05, 0.03], [0.16, -0.21, -0.01], [-1.52, 1.49, 0.45], [0.17, -0.16, -0.04], [0.49, -0.04, 0.27], [0.01, -0.45, -0.14], [-0.22, -0.31, 0.64], [-0.18, 0.05, -0.35], [0.22, 0.06, 0.13], [-0.26, 0.00, 0.24], [0.14, 0.07, -0.06], [0.01, -0.08, -0.03], [0.07, 0.10, 0.10], [-0.06, -0.07, -0.15], [0.00, 0.07, 0.15], [-0.07, -0.58, -0.65], [0.28, 0.00, -0.18], [-0.03, 0.08, 0.03], [0.02, -0.01, 0.07], [0.02, 0.01, 0.00], [-0.11, 0.00, -0.03], [0.12, -0.04, -0.09], [0.03, -0.01, -0.02], [-0.01, 0.02, 0.01], [0.02, -0.01, 0.00], [0.04, 0.01, 0.02], [-0.16, 0.08, 0.09], [-0.01, -0.06, 0.14], [0.02, 0.07, -0.17], [0.00, 0.00, 0.06], [-0.04, 0.01, -0.03], [0.14, -0.02, -0.02], [0.05, 0.02, -0.03], [-0.02, 0.01, 0.02], [-0.45, -0.15, 0.00], [0.37, 0.04, 0.10], [-0.06, 0.30, -0.39], [0.00, 0.00, 0.00], [0.00, -0.01, 0.02], [-0.01, -0.02, 0.02], [0.01, 0.00, 0.01]]
}

***

[3]
{
  "formula": "C22H49N2OP3ReS",
  "method": "ωB97M-V/def2-TZVPD",
  "e_above_lowest_ev": 2.2645,
  "charge": 4,
  "spin_multiplicity": 4,
  "e_homo_ev": [-19.920, -19.145],
  "gap_ha": [0.163, 0.154],
  "species": ["Re", "P", "P", "P", "H", "C", "C", "H", "C", "C", "C", "C", "C", "C", "C", "C", "C", "H", "H", "H", "H", "H", "H", "H", "H", "H", "H", "H", "H", "H", "H", "H", "H", "H", "H", "H", "H", "H", "H", "H", "H", "H", "H", "H", "H", "H", "C", "C", "C", "C", "C", "C", "O", "H", "H", "H", "H", "H", "H", "C", "N", "C", "C", "S", "N", "C", "C", "H", "H", "H", "H", "H", "H", "H", "H", "H", "H", "H", "H"],
  "coordinates": [[-0.3315, -0.3906, -0.1067], [-2.2744, 0.7394, 0.1555], [-1.3357, -2.3608, 0.6437], [0.4831, 1.7048, -1.1587], [1.3315, -5.3328, -3.8473], [2.2289, -4.6806, -3.9185], [3.1584, -4.4341, -2.9897], [3.1970, -4.8822, -1.9923], [-3.3574, 0.6389, -1.3455], [-3.4738, 0.3002, 1.4983], [-2.4235, 2.5667, 0.4223], [-0.2218, -3.7899, 0.4368], [-1.8798, -2.5130, 2.3932], [-2.8627, -2.8706, -0.2432], [2.2075, 1.5711, -1.7711], [0.5850, 3.3783, -0.3839], [-0.4080, 2.0941, -2.7217], [2.4335, -4.2429, -4.9086], [4.0161, -3.8117, -3.2738], [-4.4044, 0.7955, -1.0481], [-3.2750, -0.3427, -1.8284], [-3.0809, 1.4087, -2.0799], [-4.2523, 1.0773, 1.5463], [-2.9458, 0.2800, 2.4599], [-3.9581, -0.6647, 1.3087], [-2.0747, 3.1536, -0.4375], [-1.8680, 2.8797, 1.3176], [-3.4802, 2.8181, 0.5912], [-0.6589, -4.6757, 0.9146], [0.7534, -3.5740, 0.8906], [-0.0659, -3.9892, -0.6311], [-2.0040, -3.5756, 2.6257], [-2.8296, -2.0010, 2.5427], [-1.1309, -2.0884, 3.0641], [-3.0785, -3.9213, -0.0083], [-2.7021, -2.7642, -1.3219], [-3.7180, -2.2522, 0.0515], [2.6256, 2.5759, -1.9220], [2.2081, 1.0310, -2.7258], [2.8327, 1.0211, -1.0566], [1.5699, 3.8192, -0.5953], [0.4579, 3.3375, 0.7056], [-0.1741, 4.0355, -0.8225], [0.3295, 2.4609, -3.4501], [-1.1624, 2.8734, -2.5519], [-0.8885, 1.1920, -3.1207], [1.7329, -1.7210, -1.9490], [0.8945, -2.0119, -3.0621], [1.3681, -1.6930, -4.3354], [2.6671, -1.2020, -4.5088], [3.5859, -1.2912, -3.4389], [3.1200, -1.5151, -2.1553], [1.2826, -1.5422, -0.7171], [-0.7159, -1.0567, -1.5974], [-0.1051, -2.4142, -2.8863], [0.7141, -1.9466, -5.1899], [2.9656, -0.7733, -5.4710], [4.6780, -1.2647, -3.5877], [3.7339, -1.4243, -1.2515], [2.6489, 2.1127, 2.0196], [1.4363, 2.4363, 2.7515], [1.5506, 3.5580, 3.6891], [0.5104, 1.4694, 2.8763], [0.7530, -0.0333, 1.9638], [-0.5036, 1.5603, 3.7748], [-1.3238, 2.7672, 3.9528], [-0.9495, 0.3563, 4.5002], [3.2752, 2.9993, 2.0079], [2.4212, 1.8209, 0.9796], [3.2014, 1.2806, 2.4804], [0.7577, 4.2921, 3.5033], [1.5324, 3.2210, 4.7327], [2.5008, 4.0507, 3.5050], [-1.1415, 3.4941, 3.1607], [-2.3921, 2.4912, 3.9250], [-1.1069, 3.2265, 4.9263], [-1.2900, 0.6649, 5.4980], [-0.1227, -0.3578, 4.6172], [-1.7761, -0.1488, 3.9789]],
  "forces_ev_per_a": [[6.08, -0.55, 0.51], [-5.43, 2.68, -0.07], [-2.68, -3.39, 0.58], [0.46, 2.10, -2.16], [0.89, 0.46, 0.24], [-0.82, -0.15, -1.21], [0.86, 0.15, 0.90], [-0.18, 0.09, -0.35], [0.17, -0.45, -0.26], [0.33, -0.40, 0.14], [0.83, 0.32, 0.10], [0.57, 0.20, -0.22], [0.35, 0.42, -0.04], [0.29, 0.19, -0.18], [0.22, -0.76, 0.16], [-0.17, 0.00, 0.75], [-0.14, -0.26, 0.02], [-0.45, -0.32, 0.40], [-0.32, -0.52, 0.23], [0.33, 0.04, 0.03], [-0.08, 0.25, 0.11], [-0.02, -0.23, 0.30], [0.33, -0.29, -0.19], [-0.27, -0.05, -0.21], [0.14, 0.29, 0.16], [-0.10, -0.27, 0.28], [-0.14, -0.06, -0.32], [0.27, -0.31, -0.18], [-0.07, 0.28, -0.07], [-0.20, -0.13, -0.06], [-0.05, 0.04, 0.24], [0.00, 0.12, -0.16], [0.09, -0.13, 0.03], [-0.04, -0.17, 0.00], [0.04, 0.25, 0.00], [-0.11, -0.13, 0.16], [0.19, -0.22, -0.10], [-0.27, -0.28, 0.00], [0.03, 0.10, 0.27], [0.00, 0.17, -0.26], [-0.32, -0.28, 0.03], [-0.06, 0.19, -0.36], [0.15, -0.19, 0.18], [-0.26, -0.01, 0.21], [0.17, -0.24, -0.12], [0.14, 0.27, -0.03], [0.45, 0.25, 0.21], [0.08, -0.02, -0.77], [-0.88, -0.51, 0.19], [0.12, 0.00, -0.21], [0.42, -0.20, 0.56], [0.21, 0.07, -0.16], [-0.63, 0.43, 0.26], [-0.93, 0.53, 0.23], [0.32, 0.10, -0.28], [0.50, 0.60, 0.41], [0.06, -0.53, 0.24], [-0.67, 0.57, -0.14], [0.01, -0.21, -0.54], [0.43, -0.25, -1.14], [-0.89, -1.86, 0.15], [-0.39, 0.65, 0.34], [-0.02, 2.16, 1.64], [0.06, -0.41, 0.03], [0.66, -0.70, -1.21], [-0.15, 0.39, 0.46], [-0.19, -0.30, -0.12], [0.12, -0.13, -0.16], [0.16, 0.29, 0.42], [-0.13, 0.25, 0.13], [0.27, -0.16, 0.21], [-0.14, -0.06, -0.24], [-0.04, -0.04, 0.04], [0.04, -0.12, 0.15], [0.46, -0.03, 0.03], [-0.15, -0.05, -0.25], [0.13, -0.08, -0.30], [-0.16, 0.29, 0.06], [0.16, 0.23, 0.30]]
}

***

[4]
{
  "formula": "C5H7N",
  "method": "ωB97M-V/def2-TZVPD",
  "e_above_lowest_ev": 4.5210,
  "spin_multiplicity": 1,
  "e_homo_ev": -9.731,
  "gap_ha": 0.389,
  "species": ["C", "C", "C", "C", "C", "N", "H", "H", "H", "H", "H", "H", "H"],
  "coordinates": [[3.0037, 2.0185, -0.4503], [2.1002, 1.2696, -0.2590], [0.3967, 0.3912, -0.0127], [-0.5658, 0.7573, -1.0487], [-0.7120, -1.1129, 1.3936], [0.4359, -0.3259, 0.9923], [3.9548, 2.5316, -0.5000], [-0.2930, 1.6202, -1.6050], [-0.6958, -0.1644, -1.7524], [-1.4513, 1.0103, -0.5207], [-0.8606, -1.7669, 0.5415], [-1.5864, -0.4700, 1.5586], [-0.5033, -1.7004, 2.3262]],
  "forces_ev_per_a": [[2.29, 1.04, -0.05], [-5.38, -2.57, 0.39], [5.23, 1.63, 0.51], [-0.06, -2.10, -1.07], [0.12, -0.14, 0.30], [0.09, 0.46, 0.04], [-0.69, -0.14, -0.10], [0.54, 0.47, -0.51], [-0.07, 1.70, 1.16], [-1.33, -0.12, 0.19], [-0.67, -0.57, 0.18], [0.02, -0.27, -0.06], [-0.10, 0.60, -0.98]]
}